C43H67MnNO5S3SbTe | ωB97M-V/def2-TZVPD

Computed properties:
* relative energy (zero: lowest compared OMol25 entry of this formula, charge and spin): 0.0 kJ/mol
* highest occupied orbital energy (alpha / beta): -1.422 / -1.613 eV
* 2S+1: 5
* net charge: -2
* Kohn-Sham gap (alpha / beta): 5.3 / 5.5 eV
* LUMO level (alpha / beta): 3.87 / 3.87 eV

Geometry as XYZ:
```
122
C43H67MnNO5S3SbTe ωB97M-V/def2-TZVPD
Mn -1.032 0.526 0.323
C 1.895 3.563 2.447
C 0.704 2.776 1.966
S 1.058 1.440 0.883
C -0.554 3.101 2.297
C -0.880 4.293 3.163
S -1.932 2.213 1.663
H 2.791 2.943 2.428
H 1.754 3.928 3.467
H 2.083 4.433 1.808
H -0.438 4.198 4.160
H -1.958 4.392 3.287
H -0.507 5.224 2.726
O -0.244 -1.144 -0.798
H -0.181 -1.684 0.009
H -1.180 -1.435 -1.172
C -4.745 -2.587 7.015
C -3.668 -2.433 5.973
C -3.334 -1.180 5.466
C -2.351 -1.037 4.501
C -1.685 -2.160 4.032
C -2.009 -3.415 4.515
C -2.995 -3.547 5.484
S -0.405 -1.952 2.810
O -0.140 -3.276 2.268
O 0.699 -1.336 3.511
O -1.067 -1.068 1.835
H -5.154 -1.618 7.299
H -4.359 -3.067 7.916
H -5.568 -3.201 6.645
H -3.861 -0.303 5.824
H -2.113 -0.065 4.087
H -1.490 -4.277 4.119
H -3.250 -4.532 5.860
C 5.514 -3.452 1.554
C 4.090 -3.045 1.912
C 3.305 -4.270 2.382
C 4.134 -2.061 3.086
Sb 2.835 -2.051 0.378
C 2.561 -3.678 -1.113
C 1.338 -4.466 -0.629
C 2.204 -3.060 -2.465
C 3.724 -4.646 -1.311
C 4.315 -0.771 -0.672
C 3.529 0.098 -1.655
C 4.922 0.153 0.383
C 5.439 -1.466 -1.433
H 5.963 -3.974 2.411
H 6.141 -2.585 1.344
H 5.566 -4.123 0.698
H 3.769 -4.667 3.295
H 3.301 -5.072 1.643
H 2.268 -4.021 2.614
H 4.598 -2.555 3.951
H 3.133 -1.735 3.377
H 4.723 -1.173 2.858
H 0.430 -3.867 -0.688
H 1.425 -4.806 0.402
H 1.197 -5.347 -1.270
H 1.434 -2.293 -2.370
H 1.812 -3.847 -3.123
H 3.070 -2.624 -2.964
H 3.939 -5.227 -0.414
H 4.642 -4.143 -1.615
H 3.461 -5.361 -2.103
H 2.718 0.646 -1.174
H 3.102 -0.479 -2.473
H 4.212 0.840 -2.088
H 4.152 0.623 1.000
H 5.477 0.958 -0.117
H 5.620 -0.373 1.035
H 5.065 -2.071 -2.258
H 6.052 -2.106 -0.798
H 6.101 -0.702 -1.867
C -4.675 -0.569 -1.527
C -3.193 -0.606 -1.175
O -2.609 -1.712 -1.456
N -2.636 0.466 -0.690
Te -3.369 2.749 -1.854
C -3.691 4.682 -2.834
C -4.166 5.751 -2.059
C -4.314 5.683 -0.558
C -4.526 6.955 -2.672
C -4.421 7.141 -4.037
C -4.836 8.433 -4.689
C -3.930 6.086 -4.797
C -3.570 4.874 -4.223
C -3.054 3.787 -5.123
C -1.361 2.632 -2.542
C -0.436 3.594 -2.122
C -0.776 4.665 -1.126
C 0.861 3.559 -2.632
C 1.266 2.595 -3.537
C 2.658 2.592 -4.110
C 0.346 1.626 -3.910
C -0.957 1.621 -3.426
C -1.862 0.510 -3.879
H -5.122 -1.527 -1.260
H -4.787 -0.434 -2.606
H -5.189 0.245 -1.018
H -3.641 4.954 -0.110
H -5.329 5.393 -0.276
H -4.119 6.663 -0.118
H -4.889 7.770 -2.052
H -4.997 9.213 -3.945
H -5.766 8.312 -5.250
H -4.078 8.787 -5.391
H -3.825 6.210 -5.872
H -3.157 4.072 -6.171
H -3.598 2.857 -4.951
H -2.004 3.574 -4.922
H -1.229 4.225 -0.237
H -1.483 5.385 -1.544
H 0.128 5.197 -0.829
H 1.573 4.302 -2.291
H 3.282 3.345 -3.628
H 2.638 2.805 -5.183
H 3.138 1.622 -3.977
H 0.648 0.841 -4.597
H -1.530 0.128 -4.846
H -2.897 0.841 -3.960
H -1.850 -0.315 -3.165
```



C43H69As3GeN3OPRb | ωB97M-V/def2-TZVPD

Computed properties:
* relative energy (zero: lowest compared OMol25 entry of this formula, charge and spin): 41.0 kJ/mol
* highest occupied orbital energy: -1.952 eV
* net charge: -1
* Kohn-Sham gap: 3.6 eV
* LUMO level: 1.68 eV

Geometry as XYZ:
```
122
C43H69As3GeN3OPRb ωB97M-V/def2-TZVPD
Rb -0.436 0.014 -0.371
C -3.691 1.454 1.351
C -2.239 1.773 1.567
C -1.586 2.759 0.831
C -0.223 2.988 0.987
C 0.509 2.239 1.896
C -0.134 1.260 2.648
C -1.489 1.028 2.478
H -4.094 1.992 0.493
H -4.288 1.721 2.225
H -3.830 0.385 1.179
H -2.147 3.328 0.096
H 0.273 3.728 0.371
H 1.578 2.384 1.993
H 0.436 0.639 3.328
H -1.969 0.214 3.010
C 4.432 0.148 0.851
As 2.883 -0.430 -0.225
C 2.785 1.276 -1.254
C 3.844 -1.367 -1.665
C 4.122 -2.861 -1.494
C 4.792 -3.122 -0.139
C 2.818 -3.629 -1.573
As -0.399 -3.072 -0.596
C -0.626 -4.824 -1.492
C 0.328 -3.781 1.084
C 5.166 -3.243 -2.576
As 4.412 -3.173 -4.391
C 4.037 -5.083 -4.663
C 6.154 -3.207 -5.339
H 4.778 -0.684 1.462
H 4.134 0.968 1.508
H 5.250 0.482 0.209
H 3.706 1.329 -1.839
H 2.739 2.138 -0.586
H 1.922 1.294 -1.922
H 4.763 -0.785 -1.826
H 3.210 -1.224 -2.548
H 4.118 -2.836 0.673
H 5.749 -2.596 -0.028
H 4.977 -4.193 -0.033
H 3.012 -4.713 -1.543
H 2.286 -3.396 -2.516
H -0.299 -5.631 -0.837
H 0.010 -4.834 -2.380
H -1.663 -4.980 -1.784
H 1.265 -4.264 0.815
H -0.363 -4.476 1.562
H 0.537 -2.949 1.760
H 5.496 -4.274 -2.410
H 6.061 -2.602 -2.569
H 3.177 -5.342 -4.050
H 4.895 -5.681 -4.353
H 3.822 -5.274 -5.715
H 6.650 -2.241 -5.239
H 5.987 -3.401 -6.399
H 6.805 -3.983 -4.934
C -2.126 -2.429 -0.017
Ge -3.725 -3.400 0.232
C -4.396 -4.781 -1.038
C -3.969 -6.106 -0.932
C -4.394 -7.081 -1.825
C -5.265 -6.752 -2.853
C -5.711 -5.443 -2.974
C -5.282 -4.476 -2.072
C -5.151 -2.020 0.313
C -5.895 -1.810 1.475
C -6.800 -0.760 1.579
C -6.981 0.114 0.516
C -6.247 -0.071 -0.648
C -5.345 -1.122 -0.740
C -3.781 -4.321 1.978
C -2.926 -3.862 2.980
C -2.944 -4.418 4.252
C -3.828 -5.447 4.548
C -4.690 -5.914 3.565
C -4.663 -5.353 2.294
H -2.412 -1.607 -0.688
H -3.283 -6.385 -0.141
H -4.039 -8.100 -1.718
H -5.597 -7.510 -3.551
H -6.399 -5.174 -3.768
H -5.660 -3.468 -2.180
H -5.760 -2.480 2.317
H -7.363 -0.622 2.494
H -7.684 0.934 0.597
H -6.374 0.610 -1.482
H -4.763 -1.230 -1.648
H -2.236 -3.062 2.736
H -2.264 -4.051 5.010
H -3.842 -5.886 5.538
H -5.383 -6.718 3.786
H -5.340 -5.733 1.536
C -2.209 1.866 -6.093
N -1.178 1.668 -5.099
C -0.017 2.527 -5.256
P -1.021 0.340 -4.119
O -0.291 0.683 -2.872
N -2.597 -0.131 -3.877
C -2.959 -1.545 -3.800
C -3.422 0.732 -3.050
N -0.249 -0.865 -4.920
C 0.532 -1.881 -4.212
C -0.484 -1.162 -6.315
H -2.577 2.894 -6.043
H -3.037 1.187 -5.907
H -1.838 1.698 -7.111
H -0.334 3.573 -5.268
H 0.517 2.318 -6.189
H 0.660 2.377 -4.419
H -2.359 -2.123 -4.496
H -4.009 -1.658 -4.081
H -2.818 -1.964 -2.797
H -3.130 1.773 -3.185
H -3.350 0.488 -1.981
H -4.472 0.627 -3.339
H 0.652 -1.621 -3.164
H 1.523 -1.977 -4.664
H 0.032 -2.853 -4.257
H -1.079 -0.383 -6.787
H -1.015 -2.114 -6.437
H 0.467 -1.244 -6.848
```



C43H69BrFeN3O2P3 | ωB97M-V/def2-TZVPD

Computed properties:
* relative energy (zero: lowest compared OMol25 entry of this formula, charge and spin): 0.0 kJ/mol
* highest occupied orbital energy (alpha / beta): -6.148 / -6.282 eV
* 2S+1: 5
* Kohn-Sham gap (alpha / beta): 6.6 / 6.7 eV
* LUMO level (alpha / beta): 0.41 / 0.41 eV

Geometry as XYZ:
```
122
C43H69BrFeN3O2P3 ωB97M-V/def2-TZVPD
Fe -0.904 -0.073 0.324
C -2.176 4.035 3.534
C -2.035 2.626 2.953
C -3.389 2.132 2.457
P -0.696 2.267 1.700
C 0.750 3.153 2.453
C 1.922 3.260 1.486
C 1.172 2.483 3.760
C -1.027 3.201 0.186
C -1.452 4.530 0.206
C -1.715 5.257 -0.943
C -2.205 6.678 -0.891
C -1.520 4.594 -2.155
C -1.064 3.296 -2.217
C -0.769 2.550 -1.052
N -0.201 1.301 -1.074
C 0.114 0.725 -2.320
C -0.883 0.372 -3.232
C -0.575 -0.206 -4.452
C 0.744 -0.463 -4.812
C 1.094 -1.067 -6.147
C 1.736 -0.135 -3.895
C 1.456 0.455 -2.663
P 2.765 0.947 -1.474
C 4.163 -0.206 -1.862
C 5.439 0.307 -1.193
C 3.805 -1.587 -1.309
C 3.353 2.564 -2.198
C 3.949 2.488 -3.601
C 2.219 3.584 -2.168
H -2.847 3.990 4.396
H -2.627 4.722 2.821
H -1.234 4.461 3.882
H -1.731 1.977 3.781
H -3.714 2.698 1.581
H -4.140 2.259 3.242
H -3.368 1.083 2.165
H 0.407 4.169 2.668
H 2.305 2.283 1.183
H 2.743 3.809 1.954
H 1.633 3.785 0.576
H 1.541 1.470 3.574
H 0.353 2.412 4.478
H 1.980 3.045 4.234
H -1.566 5.029 1.160
H -2.021 7.121 0.089
H -3.280 6.742 -1.083
H -1.705 7.300 -1.636
H -1.717 5.121 -3.084
H -0.904 2.845 -3.186
H -1.916 0.552 -2.959
H -1.376 -0.458 -5.139
H 0.195 -1.294 -6.721
H 1.661 -1.996 -6.040
H 1.705 -0.386 -6.743
H 2.766 -0.351 -4.160
H 4.346 -0.284 -2.937
H 5.269 0.476 -0.126
H 5.792 1.243 -1.628
H 6.241 -0.428 -1.289
H 3.877 -1.585 -0.217
H 4.490 -2.352 -1.682
H 2.794 -1.896 -1.589
H 4.130 2.893 -1.498
H 3.205 2.130 -4.315
H 4.821 1.836 -3.658
H 4.260 3.485 -3.926
H 1.441 3.312 -2.884
H 2.593 4.574 -2.442
H 1.743 3.656 -1.189
O 1.226 -0.477 1.120
H 1.584 0.422 1.048
H 1.526 -0.895 0.297
Br -3.240 -0.164 -0.297
C -0.913 -6.170 -2.392
N -0.937 -5.184 -1.325
N -0.129 -4.061 -1.494
C -0.722 -2.957 -0.924
O -0.137 -1.867 -0.802
C -2.021 -3.407 -0.500
C -2.113 -4.727 -0.785
C -3.273 -5.643 -0.604
C 1.224 -4.226 -1.899
C 2.078 -5.035 -1.161
C 3.371 -5.245 -1.615
C 3.805 -4.636 -2.786
C 2.949 -3.812 -3.502
C 1.648 -3.611 -3.065
H 0.109 -6.501 -2.558
H -1.318 -5.766 -3.325
H -1.505 -7.025 -2.076
H -2.765 -2.778 -0.046
H -4.046 -5.136 -0.031
H -2.983 -6.551 -0.073
H -3.701 -5.933 -1.565
H 1.721 -5.496 -0.249
H 4.043 -5.879 -1.051
H 4.816 -4.800 -3.136
H 3.292 -3.327 -4.407
H 0.961 -2.972 -3.603
C -1.312 -1.376 5.471
C -1.266 -0.696 4.106
P -1.186 -1.768 2.608
C 0.246 -2.849 3.052
C 0.751 -3.736 1.920
C -2.583 -2.932 2.921
C -3.948 -2.248 2.906
H -1.306 -0.632 6.270
H -0.455 -2.031 5.628
H -2.217 -1.973 5.591
H -0.397 -0.035 4.035
H -2.140 -0.055 3.974
H -0.038 -3.470 3.907
H 1.045 -2.183 3.388
H 1.595 -4.343 2.256
H -0.029 -4.419 1.570
H 1.082 -3.139 1.071
H -2.413 -3.442 3.873
H -2.531 -3.700 2.145
H -4.035 -1.527 3.722
H -4.110 -1.707 1.973
H -4.751 -2.976 3.028
```